15
Properties=species:S:1:pos:R:3:nbo_charge:R:1 method="wB97M-V/def2-TZVPD" e_above_lowest_kj_mol=296.0 e_lumo_ev=0.9 largest_force_ev_per_a=0.441 smiles="C1=NOCC2(CC2)O1" gap_ev=10.149 e_tot_ha=-399.852839
C 1.74023 0.14262 -0.38526 -0.42
C 1.21667 -0.02033 1.02493 -0.43
C 0.27855 0.07615 -0.12891 0.19
C -0.58851 -1.07844 -0.53255 -0.11
C -1.74394 1.16994 0.01543 0.30
H 2.21695 -0.70796 -0.87105 0.22
H 2.13226 1.11581 -0.65651 0.23
H 1.31801 -0.98236 1.52542 0.22
H 1.27176 0.84629 1.67543 0.23
H -0.09117 -2.03528 -0.36262 0.21
H -0.87380 -0.98397 -1.59210 0.18
H -2.26180 2.12085 -0.00341 0.19
N -2.42572 0.13111 0.29579 -0.18
O -1.75607 -1.08792 0.27614 -0.37
O -0.43343 1.29349 -0.28072 -0.47



20
Properties=species:S:1:pos:R:3:nbo_charge:R:1 method="wB97M-V/def2-TZVPD" e_above_lowest_kj_mol=121.5 e_lumo_ev=0.7 largest_force_ev_per_a=2.531 smiles=C[C@@H]1CCCN1.O gap_ev=9.548 e_tot_ha=-328.272571
N 1.09912 1.35344 1.43086 -0.62
C 2.55919 0.88159 1.21761 -0.22
C 2.42740 -0.35162 0.38119 -0.43
C 1.15238 -0.25013 -0.42004 -0.40
C 0.23370 0.50286 0.63198 -0.05
C -0.51665 -0.48751 1.50805 -0.63
H 0.98488 1.21402 2.41212 0.35
H 3.06256 1.73217 0.76738 0.19
H 2.94984 0.69021 2.21260 0.19
H 2.29431 -1.21424 1.05063 0.20
H 3.36561 -0.57804 -0.13473 0.22
H 0.66438 -1.20437 -0.59860 0.21
H 1.30067 0.30547 -1.34532 0.20
H -0.47848 0.98772 -0.04250 0.19
H -0.90387 -1.36178 0.98063 0.21
H -1.33886 0.06233 1.97488 0.21
H 0.08187 -0.86896 2.33507 0.20
H -5.91176 -1.62972 -3.37901 0.47
H -4.57280 -1.05819 -3.88013 0.47
O -5.51739 -1.02179 -4.03750 -0.94



Copy entry 2 word for word.
20
Properties=species:S:1:pos:R:3:nbo_charge:R:1 method="wB97M-V/def2-TZVPD" e_above_lowest_kj_mol=121.5 e_lumo_ev=0.7 largest_force_ev_per_a=2.531 smiles=C[C@@H]1CCCN1.O gap_ev=9.548 e_tot_ha=-328.272571
N 1.09912 1.35344 1.43086 -0.62
C 2.55919 0.88159 1.21761 -0.22
C 2.42740 -0.35162 0.38119 -0.43
C 1.15238 -0.25013 -0.42004 -0.40
C 0.23370 0.50286 0.63198 -0.05
C -0.51665 -0.48751 1.50805 -0.63
H 0.98488 1.21402 2.41212 0.35
H 3.06256 1.73217 0.76738 0.19
H 2.94984 0.69021 2.21260 0.19
H 2.29431 -1.21424 1.05063 0.20
H 3.36561 -0.57804 -0.13473 0.22
H 0.66438 -1.20437 -0.59860 0.21
H 1.30067 0.30547 -1.34532 0.20
H -0.47848 0.98772 -0.04250 0.19
H -0.90387 -1.36178 0.98063 0.21
H -1.33886 0.06233 1.97488 0.21
H 0.08187 -0.86896 2.33507 0.20
H -5.91176 -1.62972 -3.37901 0.47
H -4.57280 -1.05819 -3.88013 0.47
O -5.51739 -1.02179 -4.03750 -0.94